1.
Below is a single C16H17FN2OS molecule, with properties calculated with the ωB97M-V functional and the def2-TZVPD basis.

Output
DFT total energy: -35448.9911 eV
Structure (SMILES): O=C(CCSCc1ccccc1F)NCc1cccnc1

The geometry in XYZ format:
```
38
Properties=species:S:1:pos:R:3:forces:R:3
O -0.2310 0.0412 -1.2390 -0.03 -0.12 -0.27
C 0.1541 0.9093 -0.4836 -0.06 0.48 0.14
C -0.4246 2.3187 -0.4914 -0.11 -0.16 -0.25
C -1.9095 2.2960 -0.8365 -0.20 -0.08 0.45
S -2.9855 2.2986 0.6319 -0.04 0.02 0.01
C -2.5863 0.6901 1.3965 0.10 0.53 -0.14
C -2.7983 -0.4816 0.4913 0.16 -0.28 0.06
C -3.8454 -0.5373 -0.4187 0.03 -0.15 0.02
C -4.0048 -1.6282 -1.2537 -0.11 0.02 -0.08
C -3.1165 -2.6879 -1.1944 0.03 -0.01 0.02
C -2.0715 -2.6627 -0.2883 0.12 0.05 0.14
C -1.9307 -1.5653 0.5360 -0.39 -0.04 -0.11
F -0.9153 -1.5575 1.4353 -0.02 0.03 -0.10
N 1.1399 0.7118 0.4185 0.35 -0.07 0.34
C 1.8744 -0.5313 0.5029 -0.15 -0.20 -0.09
C 3.3373 -0.3452 0.2155 0.21 0.00 0.10
C 4.3145 -0.9911 0.9630 -0.06 0.12 -0.17
C 5.6486 -0.7852 0.6535 -0.04 0.02 -0.05
C 5.9564 0.0711 -0.3929 0.21 -0.19 0.23
N 5.0369 0.6930 -1.1109 0.16 0.30 -0.42
C 3.7678 0.4854 -0.8163 -0.29 -0.15 0.15
H 0.1145 2.8706 -1.2666 0.07 -0.03 0.02
H -0.2574 2.8229 0.4620 0.04 0.02 -0.04
H -2.2079 3.1904 -1.3809 0.00 -0.03 -0.03
H -2.1392 1.4117 -1.4336 0.06 0.14 -0.11
H -1.5560 0.7250 1.7526 -0.11 -0.12 0.10
H -3.2524 0.6384 2.2607 0.12 0.02 0.05
H -4.5322 0.2951 -0.4712 -0.02 0.08 -0.01
H -4.8225 -1.6464 -1.9581 -0.07 -0.01 -0.06
H -3.2339 -3.5348 -1.8529 0.00 -0.08 -0.05
H -1.3638 -3.4734 -0.2176 0.09 -0.08 0.02
H 1.4521 1.4721 1.0016 -0.15 0.03 -0.10
H 1.4234 -1.1951 -0.2431 0.03 0.04 0.21
H 1.7344 -0.9792 1.4925 0.02 -0.03 -0.15
H 4.0312 -1.6479 1.7740 -0.03 -0.04 0.09
H 6.4303 -1.2742 1.2139 0.09 -0.02 0.03
H 6.9821 0.2715 -0.6724 0.12 -0.04 0.05
H 3.0507 1.0074 -1.4375 -0.13 0.02 0.00
```
Forces are in eV/Å.

=====

2.
Below is 2 unconnected molecules or ions with the total composition C16H17N in a non-equilibrium geometry, with properties calculated with the ωB97M-V functional and the def2-TZVPD basis.

Output
DFT total energy: -18353.8804 eV
Structure (SMILES): Cc1c[nH]c2ccccc12.Cc1ccccc1

The geometry in XYZ format:
```
34
Properties=species:S:1:pos:R:3:forces:R:3
C -1.3428 -2.5289 -0.5214 -2.35 -1.28 0.31
C -0.4359 -1.8292 -1.4277 1.08 2.65 -3.62
C 0.4407 -2.1521 -2.5033 -1.23 1.52 2.85
N 1.1800 -0.9336 -2.8534 0.19 -1.53 -2.20
C 0.5982 0.1491 -2.2027 -0.57 -0.19 0.46
C 0.9296 1.5266 -2.1046 -1.16 -1.49 -0.68
C 0.0557 2.4013 -1.4999 -0.50 1.62 2.32
C -0.9850 1.9080 -0.5985 0.83 -0.99 -1.78
C -1.1587 0.5094 -0.6141 2.63 3.77 -2.68
C -0.4512 -0.3553 -1.4264 1.15 -0.33 0.29
H -0.6203 -3.0927 0.1941 -2.19 -0.14 -1.29
H -2.3146 -2.9856 -1.1509 2.97 -0.03 1.76
H -1.9613 -1.8346 0.1312 1.32 -0.52 -0.66
H 0.5030 -3.1790 -2.8888 0.81 0.92 -0.26
H 1.6305 -0.8317 -3.8247 -0.99 -0.26 2.38
H 1.8471 1.8132 -2.5151 1.06 0.89 -0.89
H 0.2888 3.5346 -1.5085 -0.34 -2.06 0.01
H -1.5882 2.5286 0.1028 0.60 -0.38 -0.99
H -1.8850 0.1143 -0.1121 -4.11 -2.08 3.51
C 1.8228 1.6832 1.2610 3.18 -1.50 -3.95
C 0.6949 0.8713 1.6963 0.64 -3.37 -2.45
C -0.2812 1.3352 2.5209 -0.77 0.65 2.99
C -1.0230 0.4497 3.3505 -0.67 1.53 -0.88
C -0.9548 -0.9020 3.1077 -0.49 -0.99 2.42
C -0.0461 -1.3795 2.2060 0.68 -0.79 -3.60
C 0.6784 -0.5242 1.2615 -0.31 -1.25 3.99
H 2.7352 1.0868 0.6137 -2.81 0.73 1.55
H 2.4402 1.9129 2.0699 0.57 1.41 1.47
H 1.6257 2.4226 0.4962 -0.24 0.85 0.64
H -0.3674 2.4164 2.8257 0.46 -1.11 -0.65
H -1.6509 0.9217 4.1311 0.26 -0.64 -0.59
H -1.4722 -1.6753 3.7669 0.57 1.35 -0.88
H -0.0615 -2.5046 2.0899 0.44 1.44 -0.03
H 1.3418 -1.0870 0.5210 -0.72 1.59 1.10
```
Forces are in eV/Å.

=====

3.
Below is 2 unconnected molecules or ions with the total composition C16H17N in a non-equilibrium geometry, with properties calculated with the ωB97M-V functional and the def2-TZVPD basis.

Output
DFT total energy: -18357.8766 eV
Structure (SMILES): Cc1c[nH]c2ccccc12.Cc1ccccc1

The geometry in XYZ format:
```
34
Properties=species:S:1:pos:R:3:forces:R:3
C 3.1616 -3.1963 1.6010 -0.85 0.18 -0.31
C 1.7806 -3.4085 0.9961 0.69 0.52 0.25
C 1.3132 -4.4959 0.3317 2.21 -0.05 0.67
N 0.0672 -4.2934 -0.1176 -1.31 0.12 -0.60
C -0.3514 -3.0240 0.2393 0.12 -0.24 0.32
C -1.5652 -2.3750 0.0497 -1.13 -0.52 -1.14
C -1.6838 -1.0744 0.5429 -0.23 -1.12 -0.47
C -0.6483 -0.4738 1.2223 1.86 -0.21 1.15
C 0.5723 -1.1420 1.4498 -0.96 0.17 -0.42
C 0.7261 -2.4454 0.9554 -0.38 0.64 0.00
H 3.4004 -4.0584 2.2107 0.30 -0.08 0.23
H 3.1436 -2.2961 2.2413 0.16 -0.45 -0.29
H 3.9301 -3.0840 0.8244 -0.16 0.08 0.25
H 1.9421 -5.3502 0.1260 -0.56 -0.33 -0.16
H -0.4676 -4.9966 -0.5825 -0.30 0.01 -0.15
H -2.3957 -2.8973 -0.5558 1.30 1.03 1.15
H -2.5921 -0.5360 0.4122 -0.62 0.27 -0.15
H -0.7517 0.5049 1.6805 -0.21 -0.03 -0.31
H 1.3669 -0.6404 1.9888 0.00 -0.07 0.04
C -0.6882 5.9890 -0.3485 0.37 -1.71 1.67
C -0.6117 4.5250 -0.7765 -0.08 0.83 -0.18
C -1.2823 4.0934 -1.9174 1.01 -1.40 0.61
C -1.1973 2.7637 -2.3261 0.06 0.42 0.27
C -0.4568 1.8580 -1.6020 0.42 -0.45 1.10
C 0.2112 2.2756 -0.4403 0.57 -0.12 0.22
C 0.1389 3.6236 -0.0400 0.31 -0.84 0.37
H -0.0382 6.1060 0.5447 -0.33 0.13 -0.54
H -1.6963 6.1968 -0.0155 -0.29 0.38 -0.14
H -0.3537 6.6548 -1.0964 0.16 0.77 -0.90
H -1.8155 4.7663 -2.5075 -0.90 1.14 -0.80
H -1.6935 2.4091 -3.2048 -0.34 0.07 -0.44
H -0.4477 0.8010 -1.8763 0.14 0.33 0.00
H 0.8314 1.5382 0.1352 -0.76 0.89 -0.62
H 0.6543 3.9789 0.8749 -0.29 -0.36 -0.69
```
Forces are in eV/Å.

=====

4.
Below is 2 unconnected molecules or ions with the total composition C16H17N in a non-equilibrium geometry, with properties calculated with the ωB97M-V functional and the def2-TZVPD basis.

Output
DFT total energy: -18355.2443 eV
Structure (SMILES): Cc1c[nH]c2ccccc12.Cc1ccccc1

The geometry in XYZ format:
```
34
Properties=species:S:1:pos:R:3:forces:R:3
C -0.8569 -2.1074 1.4455 0.28 8.14 -1.94
C -0.8790 -2.0586 -0.0962 -1.31 0.09 0.78
C -2.1403 -2.0429 -0.6262 -0.48 -0.69 -1.03
N -2.1482 -1.9111 -2.0581 2.08 -0.77 3.03
C -0.7898 -1.9116 -2.3761 -0.08 -1.08 -1.36
C -0.2867 -2.1851 -3.6626 1.75 1.28 0.03
C 1.1256 -2.0918 -3.8296 -0.64 0.15 1.04
C 1.9322 -2.0693 -2.6841 1.71 -0.31 0.32
C 1.4166 -2.1800 -1.4168 -0.94 0.48 1.29
C 0.0489 -1.9942 -1.2112 -1.23 -0.08 -0.77
H -1.8455 -1.8359 1.8599 0.34 0.11 -0.56
H -0.1098 -1.2889 1.9559 -1.66 -1.82 -1.49
H -0.6526 -2.9282 1.8716 2.01 -6.56 2.72
H -2.9631 -2.5123 -0.0606 -0.07 1.20 -0.55
H -2.9126 -1.6790 -2.6555 -0.15 -0.07 -0.09
H -0.9345 -2.3940 -4.5048 -0.07 0.28 0.02
H 1.6877 -1.9910 -4.7484 -0.64 -0.43 -0.42
H 3.0585 -2.0481 -2.6956 -1.31 -0.10 -0.64
H 1.9873 -2.3940 -0.5164 0.44 0.24 -0.35
C -1.5239 3.8049 2.2308 2.08 -1.84 3.14
C -0.2137 3.0909 1.7909 -0.34 -0.88 -0.09
C 0.8998 3.1191 2.6521 -1.19 0.25 0.64
C 2.0569 2.4113 2.4080 -3.19 0.02 -4.05
C 2.0629 1.7107 1.1923 2.67 -0.87 1.88
C 0.9236 1.3795 0.4919 1.88 -0.53 -1.21
C -0.1692 2.1515 0.6808 -3.42 1.10 0.24
H -1.8210 4.6120 1.6828 -0.89 1.86 -1.98
H -1.4545 4.2165 3.2995 0.49 -0.52 -1.38
H -2.2809 3.0568 2.3733 -0.68 -0.27 -0.55
H 0.8495 3.6512 3.6066 -0.27 0.16 -0.41
H 2.8743 2.5579 2.9710 2.86 0.25 1.87
H 3.0682 1.3357 0.9086 -0.92 -0.30 -0.03
H 1.0679 0.5591 -0.2421 -0.69 0.92 0.16
H -1.0781 1.9662 -0.0370 1.58 0.59 1.74
```
Forces are in eV/Å.

=====

5.
Below is 2 unconnected molecules or ions with the total composition C16H17N in a non-equilibrium geometry, with properties calculated with the ωB97M-V functional and the def2-TZVPD basis.

Output
DFT total energy: -18356.5728 eV
Structure (SMILES): Cc1c[nH]c2ccccc12.Cc1ccccc1

The geometry in XYZ format:
```
34
Properties=species:S:1:pos:R:3:forces:R:3
C 5.1035 1.0189 0.2867 0.71 1.21 -1.76
C 3.9493 0.1519 0.0386 -2.08 -2.47 0.10
C 3.4469 -0.6662 -0.9767 0.22 2.01 1.32
N 2.2883 -1.2874 -0.5605 -0.45 -1.11 0.63
C 2.0720 -1.0870 0.8067 1.13 1.03 -1.58
C 0.9735 -1.3658 1.6180 -0.34 -0.36 -0.71
C 0.8875 -0.7754 2.8608 1.48 -1.52 -0.47
C 2.0471 -0.1339 3.3423 -0.92 1.61 0.02
C 3.0060 0.3458 2.4617 0.43 -0.41 -0.41
C 3.0988 -0.1891 1.1490 -1.02 0.91 2.06
H 4.7683 1.9646 0.7502 0.24 -0.51 0.15
H 5.5668 1.3676 -0.6911 -0.10 -0.70 1.24
H 5.7903 0.4633 0.9391 0.20 0.57 -0.26
H 3.6860 -0.5840 -2.0044 0.29 -0.47 -0.82
H 1.8299 -2.0484 -1.0262 0.11 0.05 -0.47
H 0.2155 -2.0619 1.2574 -0.10 0.42 0.02
H 0.0061 -0.9980 3.4248 -0.08 0.07 0.68
H 2.0610 0.2060 4.3728 -0.06 0.21 -0.11
H 3.6217 1.2029 2.7290 0.32 -0.53 0.34
C -4.2259 -1.6053 -0.2866 2.20 2.00 -1.72
C -3.8505 -0.2495 -0.9598 -1.84 -1.39 -1.50
C -3.0443 0.7155 -0.4081 0.10 -0.33 0.79
C -2.7001 1.8729 -1.0891 -0.13 -0.37 -0.54
C -3.1710 2.0391 -2.3852 -0.77 0.00 0.99
C -3.9785 1.0362 -2.9848 1.99 1.22 0.39
C -4.2816 -0.1244 -2.3007 0.33 0.75 0.23
H -4.9501 -2.1797 -0.8413 -0.94 0.35 0.43
H -4.3141 -1.3783 0.7524 -0.35 -0.86 0.76
H -3.3130 -2.1055 -0.5933 0.42 -0.83 1.07
H -2.6664 0.5389 0.5905 0.07 0.11 0.15
H -2.0227 2.5752 -0.6245 -0.14 0.20 -0.01
H -3.0448 3.0247 -2.8269 0.24 -0.41 -0.48
H -4.0332 1.2450 -4.0316 -1.12 -0.54 -0.65
H -4.8222 -0.9287 -2.7892 -0.03 0.08 0.12
```
Forces are in eV/Å.

=====

6.
Below is 2 unconnected molecules or ions with the total composition C16H17N in a non-equilibrium geometry, with properties calculated with the ωB97M-V functional and the def2-TZVPD basis.

Output
DFT total energy: -18357.8544 eV
Structure (SMILES): Cc1c[nH]c2ccccc12.Cc1ccccc1

The geometry in XYZ format:
```
34
Properties=species:S:1:pos:R:3:forces:R:3
C 0.4827 2.7944 -2.8079 0.33 -0.35 -0.61
C -0.5648 2.6447 -1.7698 -0.23 -0.17 -0.54
C -1.1147 3.5245 -0.8995 0.23 0.30 0.14
N -1.9634 2.8717 -0.0376 0.00 0.64 -0.22
C -2.0044 1.5408 -0.3873 -0.34 -0.02 0.94
C -2.5571 0.4915 0.3584 0.16 0.06 0.34
C -2.2618 -0.7964 -0.0285 0.39 0.79 -0.97
C -1.4088 -0.9720 -1.1437 -0.39 -1.40 -0.33
C -0.8813 0.0366 -1.8970 -0.26 1.23 0.12
C -1.1742 1.3684 -1.4887 0.72 -0.63 0.14
H 0.0918 2.6157 -3.8128 -0.16 0.11 -0.01
H 1.2245 2.0093 -2.6711 0.18 -0.12 0.10
H 1.0431 3.7205 -2.8480 -0.21 0.37 0.30
H -0.9516 4.5824 -0.7470 0.11 -0.08 -0.21
H -2.5370 3.4155 0.5825 -0.20 -0.58 0.18
H -3.0312 0.7570 1.2975 -0.40 -0.29 -0.14
H -2.6704 -1.6977 0.3873 -0.11 0.03 0.61
H -1.2226 -2.0119 -1.4241 0.09 0.31 -0.06
H -0.2905 -0.1257 -2.7923 0.12 -0.22 0.23
C 4.0030 -1.6825 0.3927 -0.40 -0.15 1.17
C 2.6786 -1.8613 1.1080 0.17 -0.49 -0.36
C 2.1420 -0.9030 1.9450 -0.46 0.68 -0.20
C 0.8571 -1.0253 2.4640 0.25 -0.52 0.60
C 0.1179 -2.1701 2.2181 0.07 -0.23 0.40
C 0.6707 -3.1764 1.4431 0.06 0.30 -0.37
C 1.9413 -3.0291 0.9089 -0.57 0.05 -0.19
H 4.6957 -2.4136 0.8094 0.17 -0.17 -0.40
H 4.4206 -0.7147 0.6367 0.07 0.33 -0.23
H 3.8701 -1.8030 -0.6744 0.21 -0.04 -0.19
H 2.6669 0.0240 2.1354 0.23 -0.02 -0.01
H 0.4983 -0.2920 3.1732 -0.13 0.18 -0.19
H -0.8308 -2.3546 2.7065 -0.14 0.30 -0.17
H 0.0764 -4.0298 1.1515 0.02 -0.24 0.26
H 2.2721 -3.8298 0.2646 0.43 0.05 -0.14
```
Forces are in eV/Å.